1.
{
  "formula": "C4H4N2O",
  "method": "the ωB97M-V functional and the def2-TZVPD basis",
  "symbols": ["O", "C", "C", "C", "N", "C", "N", "H", "H", "H", "H"],
  "positions_angstrom": [[2.2266, -1.3702, 0.1578], [1.1649, -0.8052, 0.0331], [1.0542, 0.6740, 0.0186], [-0.1436, 1.2531, -0.0564], [-1.3324, 0.4596, 0.0060], [-1.1188, -0.9086, -0.3125], [-0.0300, -1.5563, -0.2034], [1.9729, 1.2484, 0.0466], [-0.2704, 2.3281, -0.1968], [-1.4205, 0.0465, 0.9669], [-2.0868, -1.3921, -0.4544]],
  "smiles": "O=c1cc[nH]cn1",
  "e_homo_ha": -0.3673,
  "orbital_gap_ev": 9.9847,
  "multiplicity": 1,
  "total_energy_ha": -339.514222,
  "e_lumo_ev": -0.011
}

---

2.
{
  "formula": "C36H41ClCrGeN6O7P",
  "method": "the ωB97M-V functional and the def2-TZVPD basis",
  "symbols": ["Cr", "N", "C", "C", "O", "O", "H", "H", "H", "H", "C", "C", "C", "C", "C", "C", "Ge", "C", "C", "C", "C", "C", "C", "C", "C", "C", "C", "C", "C", "H", "H", "H", "H", "H", "H", "H", "H", "H", "H", "H", "H", "H", "H", "H", "N", "C", "C", "C", "N", "H", "H", "H", "H", "Cl", "C", "C", "C", "C", "N", "C", "H", "H", "H", "H", "C", "O", "P", "O", "C", "O", "C", "H", "H", "H", "H", "H", "H", "H", "H", "H", "C", "N", "C", "C", "C", "O", "N", "C", "O", "H", "H", "H", "H", "H"],
  "positions_angstrom": [[-0.1818, 0.1895, -0.5710], [-1.0603, 2.1584, 1.7492], [-2.4920, 2.0981, 1.4883], [-2.9191, 0.9330, 0.5818], [-4.1156, 0.7895, 0.3640], [-1.9968, 0.1525, 0.1253], [-0.8586, 2.6975, 2.5834], [-0.5476, 2.5970, 0.9983], [-2.9203, 3.0096, 1.0552], [-3.0256, 1.9394, 2.4252], [1.4288, 3.9605, 4.0286], [1.2361, 2.7693, 4.7197], [1.4761, 1.5549, 4.0914], [1.9199, 1.5080, 2.7678], [2.0803, 2.7096, 2.0770], [1.8434, 3.9267, 2.7032], [2.1601, -0.2055, 1.8601], [2.2728, -1.7106, 3.1223], [1.8527, -2.9933, 2.7756], [2.0731, -4.0719, 3.6211], [2.7284, -3.8857, 4.8320], [3.1694, -2.6176, 5.1851], [2.9503, -1.5426, 4.3317], [3.8468, -0.2870, 0.8583], [4.2618, -1.5124, 0.3380], [5.4918, -1.6424, -0.2919], [6.3304, -0.5415, -0.4152], [5.9295, 0.6866, 0.0953], [4.6992, 0.8098, 0.7282], [1.2379, 4.9087, 4.5178], [0.8974, 2.7879, 5.7500], [1.2982, 0.6342, 4.6364], [2.3362, 2.7065, 1.0209], [1.9640, 4.8475, 2.1433], [1.3290, -3.1525, 1.8380], [1.7288, -5.0598, 3.3364], [2.8997, -4.7254, 5.4937], [3.6911, -2.4609, 6.1233], [3.3197, -0.5641, 4.6201], [3.6233, -2.3866, 0.4346], [5.7990, -2.6076, -0.6798], [7.2944, -0.6427, -0.8997], [6.5779, 1.5511, 0.0087], [4.4105, 1.7749, 1.1279], [2.2603, -1.1034, -2.0559], [3.4258, -0.8933, -2.6797], [3.6608, 0.4600, -2.6542], [2.5630, 1.0070, -1.9798], [1.7129, 0.0486, -1.6270], [1.7812, -1.9805, -1.8910], [3.9970, -1.7159, -3.0816], [4.5172, 0.9805, -3.0507], [2.3283, 2.0268, -1.7164], [-3.1498, -4.8323, 1.5529], [-2.4896, -3.3292, 2.1077], [-3.0435, -2.6672, 3.1867], [-2.4567, -1.4738, 3.5771], [-1.3585, -1.0029, 2.8767], [-0.8381, -1.6456, 1.8361], [-1.3923, -2.7897, 1.4559], [-3.9071, -3.0733, 3.6979], [-2.8522, -0.9103, 4.4125], [-0.8953, -0.0520, 3.1266], [-0.9561, -3.3010, 0.6034], [-3.4109, -2.2548, -1.5439], [-2.2648, -2.6599, -2.3347], [-0.8168, -2.0110, -2.1507], [-0.2525, -2.1823, -3.6610], [-0.6106, -1.2577, -4.6992], [0.0841, -3.2325, -1.5255], [0.0250, -4.5650, -2.0796], [-4.2697, -2.3250, -2.2029], [-3.2933, -1.2399, -1.1714], [-3.5301, -2.9485, -0.7136], [-0.1064, -1.5966, -5.6006], [-0.2827, -0.2490, -4.4496], [-1.6899, -1.2472, -4.8515], [0.4712, -5.2349, -1.3479], [0.5787, -4.6127, -3.0154], [-1.0089, -4.8540, -2.2566], [-3.8796, 2.4736, -3.8679], [-2.6613, 2.6588, -3.0883], [-2.1815, 3.8982, -2.7906], [-1.0650, 4.0769, -2.0633], [-0.4037, 2.9041, -1.5363], [0.5575, 2.9743, -0.7333], [-0.8879, 1.6750, -1.8825], [-1.9787, 1.5068, -2.6843], [-2.3971, 0.4119, -3.0523], [-4.4145, 3.4193, -3.9133], [-4.5037, 1.7248, -3.3905], [-3.6494, 2.1358, -4.8773], [-2.7689, 4.7230, -3.1697], [-0.6940, 5.0573, -1.8070]],
  "e_homo_ha": [-0.2609, -0.3084],
  "orbital_gap_ev": [7.6434, 7.1966],
  "s_squared": 8.765,
  "multiplicity": 6,
  "total_energy_ha": -6174.691656,
  "e_lumo_ev": [0.543, -1.196]
}

---

3.
{
  "formula": "CHO5S",
  "method": "the ωB97M-V functional and the def2-TZVPD basis",
  "symbols": ["C", "O", "O", "O", "O", "O", "S", "H"],
  "positions_angstrom": [[-0.2533, -0.6924, -0.0173], [1.3599, 1.4178, 0.1060], [-0.0999, 1.2276, -1.8455], [-1.1081, 1.7212, 0.3925], [0.7443, -1.1456, 0.5851], [0.4529, -2.3763, 1.0751], [0.0129, 1.1792, -0.4159], [-1.1087, -1.3314, 0.1200]],
  "e_homo_ha": [-0.1992, -0.1992],
  "orbital_gap_ev": [8.9819, 8.9830],
  "total_charge": -1,
  "multiplicity": 1,
  "total_energy_ha": -813.001203,
  "e_lumo_ev": [3.561, 3.561]
}

---

4.
{
  "formula": "C36H31N4O8STl",
  "method": "the ωB97M-V functional and the def2-TZVPD basis",
  "symbols": ["Tl", "O", "C", "O", "C", "C", "C", "C", "C", "O", "C", "C", "O", "O", "H", "H", "H", "H", "H", "H", "H", "H", "O", "C", "C", "C", "C", "N", "C", "C", "C", "C", "C", "C", "O", "C", "C", "N", "H", "H", "H", "H", "H", "H", "H", "H", "H", "H", "H", "H", "N", "C", "C", "C", "C", "N", "C", "C", "H", "H", "H", "H", "C", "C", "O", "S", "C", "C", "C", "C", "C", "C", "C", "C", "H", "H", "H", "H", "H", "H", "H"],
  "positions_angstrom": [[0.7913, 0.0817, 2.0038], [2.4554, -0.0485, 5.5999], [1.5112, 0.3540, 4.9401], [0.7623, -0.3876, 4.1854], [1.1683, 1.8473, 4.9685], [-0.2554, 2.1482, 4.4972], [-0.6417, 3.5921, 4.8300], [0.1670, 4.3878, 3.7727], [0.9008, 3.2611, 3.0466], [-0.0955, 2.2086, 3.0557], [2.0101, 2.6943, 3.9524], [3.0726, 1.9385, 3.1568], [4.2410, 2.2335, 3.2669], [2.6613, 1.0230, 2.3069], [1.3490, 2.1970, 5.9836], [-0.9858, 1.3839, 4.7419], [-1.7132, 3.7427, 4.7059], [-0.3787, 3.8514, 5.8546], [-0.4915, 4.9206, 3.0873], [0.8595, 5.1062, 4.2083], [1.1959, 3.4586, 2.0188], [2.5388, 3.4942, 4.4651], [3.4357, 1.0693, -4.9880], [4.2637, 0.5663, -3.9581], [3.4691, 0.4301, -2.6898], [4.0514, -0.1389, -1.5629], [3.3098, -0.2359, -0.4024], [2.0485, 0.1844, -0.3120], [1.4953, 0.7613, -1.3795], [2.1677, 0.8911, -2.5903], [0.1257, 1.3241, -1.2065], [-0.8077, 1.2705, -2.2351], [-2.0689, 1.8041, -2.0276], [-3.1171, 1.8078, -3.1168], [-2.7851, 1.0217, -4.2319], [-2.3338, 2.3811, -0.7900], [-1.3465, 2.3825, 0.1776], [-0.1347, 1.8642, -0.0155], [3.9706, 1.2207, -5.7715], [5.1088, 1.2375, -3.7673], [4.6731, -0.4151, -4.2233], [5.0750, -0.4919, -1.5779], [3.7405, -0.6464, 0.5013], [1.6966, 1.3731, -3.4340], [-0.5738, 0.8020, -3.1810], [-3.2157, 2.8400, -3.4677], [-4.0851, 1.5246, -2.6908], [-3.2034, 0.1527, -4.1719], [-3.3029, 2.8157, -0.5740], [-1.5303, 2.7948, 1.1626], [5.0320, -6.5004, 2.3518], [4.4057, -5.5392, 2.3092], [3.6223, -4.3323, 2.2427], [3.7419, -3.3581, 3.2241], [2.9694, -2.2118, 3.1157], [2.1319, -2.0241, 2.0957], [2.0120, -2.9636, 1.1599], [2.7354, -4.1393, 1.1870], [4.4157, -3.4839, 4.0589], [3.0095, -1.4364, 3.8729], [1.3072, -2.7548, 0.3622], [2.6177, -4.8846, 0.4139], [-6.0402, -2.4300, -6.2211], [-5.2706, -2.1576, -4.9569], [-4.4016, -1.3294, -4.8766], [-5.7599, -3.1956, -3.5923], [-4.5899, -2.6397, -2.3851], [-3.4200, -3.3580, -2.1772], [-2.4848, -2.9028, -1.2649], [-2.7097, -1.7238, -0.5542], [-3.8961, -1.0163, -0.7585], [-4.8329, -1.4756, -1.6668], [-1.7132, -1.2194, 0.3429], [-0.8782, -0.7918, 1.1025], [-5.3617, -2.8934, -6.9383], [-6.3762, -1.4819, -6.6383], [-6.8890, -3.0895, -6.0530], [-3.2395, -4.2644, -2.7397], [-1.5659, -3.4504, -1.1054], [-4.0681, -0.1031, -0.2045], [-5.7525, -0.9284, -1.8308]],
  "e_homo_ha": -0.3240,
  "orbital_gap_ev": 8.4881,
  "multiplicity": 1,
  "total_energy_ha": -2782.037067,
  "e_lumo_ev": -0.328
}

---

Listing ΔE to the lowest compared entry with this formula, charge and spin for the structures above in their given order: 42.3 28.9 129.0 2.1 kcal per mole.